# 1
Computed, not measured: a structure of composition C19H24ClNTc, with ωB97M-V with the def2-TZVPD basis set.

LUMO energy (spin up / spin down), eV: -7.02 / -9.91
Molar mass, g/mol: 399.86
Orbital gap (spin up / spin down), eV: 8.48 / 5.89
Energy, Ha: -1333.481264
HOMO (spin up / spin down), eV: -15.50 / -15.80
<S²>: 3.772
2S+1: 4
Charge: +2

Last column: Mulliken charge in e.
CARTESIAN COORDINATES (ANGSTROEM)
C1 0.0223 0.2165 -4.6506  0.958
C2 1.3894 0.7742 -5.0213  -1.447
C3 -0.1870 -1.0933 -5.3976  -1.402
C4 -1.0470 1.2095 -5.0838  -1.436
Cl1 -0.0908 -0.0669 -2.8170  -0.187
H1 -0.1283 -0.8795 -6.4853  0.381
H2 -1.1607 -1.5303 -5.1712  0.384
H3 0.5778 -1.8262 -5.1360  0.388
H4 1.4057 0.9288 -6.1207  0.412
H5 2.1907 0.0858 -4.7482  0.383
H6 1.5827 1.7263 -4.5251  0.383
H7 -0.9609 1.3494 -6.1811  0.410
H8 -0.9177 2.1734 -4.5893  0.382
H9 -2.0478 0.8443 -4.8475  0.375
C5 1.5392 -1.6723 1.9076  -0.096
C6 0.6605 -2.5091 1.1272  -0.397
C7 0.6818 -2.0129 -0.2276  -0.698
H10 0.1757 -3.4105 1.4743  0.570
C8 1.5625 -0.8633 -0.2690  0.027
C9 2.1136 -0.6935 1.0376  -0.787
H11 2.8506 0.0657 1.2740  0.436
H12 1.7159 -1.8100 2.9670  0.586
H13 0.2568 -2.4704 -1.1052  0.680
H14 1.8661 -0.3362 -1.1555  0.585
C10 -2.1575 0.6998 1.2523  -0.748
C11 -2.2102 -0.4613 2.0866  -0.042
C12 -2.0642 -1.6250 1.2449  -0.412
H15 -2.3551 -0.5105 3.1567  0.579
C13 -1.8951 -1.1579 -0.1141  -0.690
C14 -1.9264 0.2889 -0.0945  -0.013
H16 -1.9262 0.9286 -0.9654  0.553
H17 -2.2719 1.7407 1.5485  0.432
H18 -2.1852 -2.6478 1.5621  0.584
H19 -1.8955 -1.7436 -1.0158  0.656
Tc1 -0.2179 -0.5489 1.0127  0.002
C15 0.8947 2.1515 5.9221  -0.157
C16 -0.3861 2.1568 5.3731  -0.935
C17 -0.6473 1.3891 4.2293  0.090
N1 0.2885 0.6498 3.6068  0.172
C18 1.5365 0.7029 4.1022  0.105
C19 1.8837 1.4403 5.2431  -0.944
H20 1.1202 2.6958 6.8420  0.429
H21 -1.2124 2.7331 5.7964  0.394
H22 -1.6512 1.3678 3.8136  0.335
H23 2.2985 0.1271 3.5828  0.325
H24 2.9287 1.4233 5.5591  0.395

# 2
Computed, not measured: a cluster of 4 separate species, C19H24F24N2O7PS2 in total, with ωB97M-V with the def2-TZVPD basis set.

LUMO energy, eV: 2.33
Molar mass, g/mol: 943.47
Orbital gap, eV: 8.04
Energy, Ha: -4908.959513
HOMO, eV: -5.71
2S+1: 1
Charge: -1

Last column: Mulliken charge in e.
CARTESIAN COORDINATES (ANGSTROEM)
C1 -2.7663 3.1609 2.1655  -0.524
C2 -3.1000 1.6151 1.7220  -0.393
P1 -1.8066 0.3575 2.3537  0.026
C3 -1.6516 0.3493 4.2576  -0.457
C4 -2.9099 -0.5856 4.8398  -0.907
S1 0.0790 0.6574 1.3679  0.732
O1 1.2293 1.0931 2.3511  -0.654
O2 -0.1237 1.9047 0.4221  -0.542
N1 0.5743 -0.6543 0.3190  -0.248
S2 0.0980 -2.2148 0.9412  0.623
N2 0.5362 -2.4345 2.6494  -0.487
O3 0.8383 -3.3669 0.1561  -0.648
O4 -1.4351 -2.5001 0.6951  -0.538
H1 -1.7863 3.1838 2.8051  0.248
H2 -3.6969 3.5520 2.7856  0.279
H3 -2.6676 3.8360 1.2115  -0.083
H4 -3.0753 1.5648 0.5325  0.257
H5 -4.1460 1.2788 2.1563  0.388
H6 -1.8399 1.4241 4.7188  0.355
H7 -0.6698 -0.1529 4.6693  0.376
H8 -2.6114 -1.1860 5.8126  0.289
H9 -3.8575 0.0748 5.0980  0.261
H10 -3.2028 -1.3767 4.0070  0.273
H11 0.0958 -1.6675 3.2232  0.152
H12 1.5867 -2.2949 2.6826  0.322
C5 3.3159 1.4605 -1.5404  -0.698
C6 3.5675 0.3934 -2.6162  0.885
C7 4.6977 -0.5817 -2.3043  0.081
F1 5.8916 0.0366 -2.1714  -0.233
F2 4.8441 -1.4808 -3.3152  -0.289
F3 3.7555 1.0043 -3.8165  -0.298
F4 2.4082 -0.3279 -2.7476  -0.291
O5 3.9131 2.7400 -1.7678  -0.337
C8 5.2759 2.8586 -1.3627  0.722
C9 6.2297 3.1024 -2.5387  0.195
F5 6.1628 2.1008 -3.4537  -0.210
F6 7.5213 3.1579 -2.1195  -0.271
F7 5.6157 1.7789 -0.6202  -0.271
F8 5.3162 3.9220 -0.5132  -0.294
H13 2.2370 1.6623 -1.5506  0.353
H14 3.5131 1.0907 -0.5269  0.361
H15 4.4936 -1.1463 -1.3892  0.309
H16 5.9928 4.0393 -3.0498  0.235
C10 -0.4624 -6.2016 1.0400  -0.432
C11 0.3144 -7.5154 1.2129  0.916
C12 -0.1041 -8.6398 0.2717  0.095
F9 -1.3959 -8.9992 0.4383  -0.214
F10 0.6360 -9.7575 0.5055  -0.293
F11 0.2481 -7.9059 2.5138  -0.297
F12 1.6368 -7.2358 0.9792  -0.328
O6 -1.5468 -5.9847 1.9469  -0.354
C13 -2.7821 -6.5964 1.5792  0.721
C14 -3.2306 -7.6789 2.5688  0.207
F13 -2.3055 -8.6668 2.6835  -0.214
F14 -4.3819 -8.2728 2.1578  -0.273
F15 -2.6949 -7.0466 0.3054  -0.281
F16 -3.6989 -5.5898 1.5561  -0.275
H17 0.2434 -5.3922 1.2671  0.171
H18 -0.7565 -6.0208 -0.0011  0.320
H19 0.0472 -8.3583 -0.7750  0.278
H20 -3.3963 -7.2580 3.5640  0.219
C15 -0.4956 4.6502 -3.4689  -0.679
C16 0.0753 6.0752 -3.4136  0.832
C17 0.1901 6.6692 -2.0138  0.131
F17 -1.0073 6.7723 -1.3965  -0.210
F18 0.6996 7.9297 -2.0711  -0.301
F19 -0.6495 6.8793 -4.2365  -0.288
F20 1.3329 6.0272 -3.9592  -0.315
O7 -1.8900 4.5394 -3.7673  -0.419
C18 -2.7671 4.6935 -2.6527  0.779
C19 -3.6654 5.9315 -2.7661  0.138
F21 -2.9352 7.0721 -2.8702  -0.218
F22 -4.4481 6.0723 -1.6640  -0.252
F23 -2.0434 4.6672 -1.5089  -0.247
F24 -3.5368 3.5704 -2.6320  -0.291
H21 -0.0003 4.1506 -4.3114  0.422
H22 -0.2147 4.0504 -2.5947  0.379
H23 0.8573 6.0733 -1.3832  0.274
H24 -4.3142 5.8678 -3.6436  0.251